Here is a molecular structure, C4H5N2 in a non-equilibrium geometry from the Open Molecules 2025 dataset. Energies are from the ωB97M-V functional and the def2-TZVPD basis.

Values from the calculation:
orbital gap: 9.6 eV
LUMO energy: -6.129 eV
charge: +1
HOMO: -15.8 eV

Last column: Mulliken charge in e.
Geometry (Å):
C (1.6598, -0.1642, 0.0442)  -0.2428
C (0.6428, -0.9688, -0.1127)  -0.2483
C (1.2576, 1.2762, -0.0324)  0.0022
C (-1.9886, 0.1498, 0.0279)  -0.1291
N (-0.0123, 1.4431, 0.0414)  -0.5813
N (-0.7157, 0.2669, -0.0367)  0.3839
H (2.7730, -0.3839, -0.0365)  0.3440
H (0.3139, -1.9009, 0.0668)  0.4326
H (1.8806, 2.1480, 0.1568)  0.4168
H (-2.4054, 1.0913, -0.0063)  0.3137
H (-2.5015, -0.7027, 0.0679)  0.3081

=====

Here is a molecular structure, C29H32Cl2F5N7O5Sc from the Open Molecules 2025 dataset. Energies are from the ωB97M-V functional and the def2-TZVPD basis.

Values from the calculation:
orbital gap: 8.0 eV
LUMO energy: -2.336 eV
charge: +1
HOMO: -10.3 eV

Last column: Mulliken charge in e.
Geometry (Å):
Sc (-1.6022, 0.6334, -0.4428)  0.3306
N (2.7518, 1.3966, 2.1442)  0.1206
C (1.2695, 1.1881, 2.4347)  -0.4086
C (0.8538, -0.1058, 1.7682)  -0.2016
C (1.5550, -1.3392, 2.3455)  1.1531
N (0.7191, -2.5038, 2.0620)  -0.6499
C (1.7844, -1.2013, 3.8629)  -1.6092
C (0.8373, -0.2129, 4.5384)  0.2112
N (-0.5489, -0.6207, 4.3292)  -0.5272
C (1.0341, 1.1946, 3.9502)  -1.1577
H (2.9255, 1.3596, 1.1245)  -0.2914
H (3.3047, 0.6582, 2.5823)  0.4437
H (3.0776, 2.2941, 2.5007)  0.4513
H (0.7716, 2.0302, 1.9562)  0.5009
H (1.0223, -0.0556, 0.6891)  0.5521
H (-0.2124, -0.2078, 1.9720)  0.3875
H (2.5382, -1.4340, 1.8587)  -0.4922
H (1.2534, -3.3590, 2.1633)  0.3703
H (0.3771, -2.4659, 1.1061)  0.1681
H (2.8143, -0.8854, 4.0743)  0.3102
H (1.6844, -2.1869, 4.3222)  0.5944
H (1.1030, -0.1667, 5.6014)  0.4449
H (-1.1685, -0.1686, 4.9893)  0.2732
H (-0.6595, -1.6235, 4.4087)  0.2039
H (1.8666, 1.6949, 4.4577)  0.4274
H (0.1457, 1.7915, 4.1545)  0.0597
N (-1.4100, 4.0743, -2.2929)  -0.4474
N (-0.3826, 3.3876, -2.9396)  -0.2425
C (0.1304, 2.2084, -2.4784)  0.3060
O (0.9841, 1.6223, -3.1295)  -0.7842
O (-0.3284, 1.8004, -1.3197)  -0.4273
H (-2.2318, 4.1125, -2.8837)  0.2427
H (-1.1138, 5.0174, -2.0764)  0.2331
H (-0.0548, 3.6792, -3.8471)  0.2267
Cl (2.4476, -4.1308, -2.5011)  -0.1774
C (3.1902, -2.8645, -1.5726)  0.9594
C (4.1891, -3.2635, -0.7001)  -0.6888
C (4.8779, -2.3490, 0.0765)  -0.6268
C (4.5538, -1.0100, -0.0466)  -0.7666
C (3.5432, -0.6236, -0.9056)  0.6576
Cl (3.2328, 1.0971, -1.0481)  -0.2058
C (2.7969, -1.5152, -1.7091)  -0.5816
N (1.7853, -1.0398, -2.5036)  0.7251
C (1.3001, -1.6238, -3.7242)  -0.5109
C (1.9985, -1.3872, -4.8974)  -0.4498
C (1.5159, -1.8550, -6.1102)  -0.8207
C (0.3185, -2.5497, -6.1483)  -0.6471
C (-0.3878, -2.7720, -4.9750)  -1.1262
C (0.0889, -2.3157, -3.7541)  1.0788
C (-0.6606, -2.6301, -2.4832)  -0.6788
C (-1.1065, -1.4142, -1.7280)  1.2030
O (-1.8841, -0.5591, -2.2310)  -0.7794
O (-0.6986, -1.2407, -0.5204)  -0.1265
H (4.4285, -4.3168, -0.6520)  0.4687
H (5.6705, -2.6709, 0.7364)  0.4542
H (5.1117, -0.2504, 0.4872)  0.5292
H (1.6604, -0.0239, -2.5210)  -0.0687
H (2.9240, -0.8272, -4.8502)  0.4710
H (2.0709, -1.6703, -7.0201)  0.4346
H (-0.0703, -2.9165, -7.0888)  0.4216
H (-1.3247, -3.3147, -5.0069)  0.4139
H (-0.0441, -3.2274, -1.8127)  0.1939
H (-1.5564, -3.2038, -2.7292)  0.6192
F (-5.4722, 5.6104, 1.7979)  -0.2951
C (-4.5620, 4.6459, 1.6819)  0.6510
C (-4.4307, 3.9474, 0.4928)  0.1102
F (-5.2066, 4.2297, -0.5509)  -0.2960
C (-3.4820, 2.9530, 0.4140)  0.0745
F (-3.3441, 2.2310, -0.7449)  -0.3701
C (-2.6270, 2.6027, 1.4558)  0.4738
O (-1.7389, 1.6408, 1.2963)  0.2334
C (-2.7872, 3.3259, 2.6371)  -0.1370
F (-2.0002, 3.0511, 3.6875)  -0.3072
C (-3.7365, 4.3273, 2.7496)  -0.1003
F (-3.8592, 4.9924, 3.8948)  -0.2926
C (-5.7117, -1.6823, 1.0051)  -1.0819
C (-4.5077, -0.9958, 0.5697)  0.5165
N (-3.5599, -0.4556, 0.2270)  -0.2795
H (-5.5430, -2.7574, 0.9853)  0.3182
H (-6.5332, -1.4319, 0.3362)  0.3310
H (-5.9602, -1.3723, 2.0183)  0.3033

=====

Here is 2 unconnected molecules or ions with the total composition C6H13NS from the Open Molecules 2025 dataset. Energies are from the ωB97M-V functional and the def2-TZVPD basis.

Values from the calculation:
orbital gap: 9.3 eV
LUMO energy: 0.935 eV
structure (SMILES): C=CN=C.CCSC
charge: 0
HOMO: -8.4 eV

Last column: Mulliken charge in e.
Geometry (Å):
C (0.7660, 2.1097, -2.0769)  0.0041
C (1.1328, 2.9074, -3.0754)  -0.6754
C (2.5932, 0.9261, -1.3653)  -0.3525
N (1.6334, 1.6866, -1.0625)  -0.3985
H (-0.2262, 1.6813, -1.9860)  0.2743
H (2.1375, 3.3006, -3.1424)  0.2601
H (0.4289, 3.2257, -3.8269)  0.2634
H (3.2849, 0.6112, -0.5940)  0.3089
H (2.7010, 0.6001, -2.4019)  0.3196
C (0.0861, -1.1246, 0.1419)  -1.0821
C (-1.0766, -1.0204, 1.1133)  -0.4617
S (-0.6879, -1.8191, 2.7349)  -0.1046
C (-2.4064, -1.9965, 3.3417)  -0.8092
H (-0.2651, -0.8299, -0.8473)  0.2857
H (0.4471, -2.1517, 0.0952)  0.3690
H (0.9011, -0.4734, 0.4409)  0.2851
H (-1.9633, -1.5324, 0.7412)  0.3307
H (-1.3334, 0.0088, 1.3576)  0.3416
H (-2.8774, -1.0180, 3.3766)  0.2641
H (-2.9536, -2.6767, 2.6943)  0.2628
H (-2.3221, -2.4150, 4.3410)  0.3145

=====

Here is a molecular structure, C17H16N6OPtSSe from the Open Molecules 2025 dataset. Energies are from the ωB97M-V functional and the def2-TZVPD basis.

Values from the calculation:
orbital gap: 3.8 eV
LUMO energy: -16.983 eV
charge: +4
HOMO: -20.8 eV

Last column: Mulliken charge in e.
Geometry (Å):
Pt (0.1599, 0.3309, -0.9110)  0.7594
N (-0.7830, 1.2956, 3.0374)  0.0751
C (-0.6040, -0.0376, 3.2920)  0.7389
C (-0.6596, -0.7680, 4.4415)  -1.1090
C (-0.4459, -2.1435, 4.2805)  -0.2404
C (-0.1712, -2.7885, 3.0037)  -0.7972
C (-0.1064, -2.0777, 1.8621)  -0.6538
C (-0.3226, -0.6499, 1.9741)  1.2489
N (-0.3422, 0.2705, 1.0553)  -0.0336
C (-0.6483, 1.5150, 1.7108)  0.4371
C (-0.7697, 2.6594, 0.9622)  0.0875
C (-1.1272, 3.9774, 1.3595)  -0.4074
S (-1.1753, 4.9946, 0.0627)  0.1643
C (-0.7191, 3.6569, -1.0026)  -0.1439
N (-0.5469, 2.5322, -0.4098)  -0.2068
H (-0.9928, 1.9955, 3.7430)  0.3064
H (-0.8653, -0.3417, 5.4162)  0.5187
H (-0.4932, -2.7760, 5.1639)  0.4917
H (-0.0262, -3.8621, 2.9982)  0.5016
H (0.0947, -2.5324, 0.9013)  0.4964
H (-1.3413, 4.3395, 2.3592)  0.3618
H (-0.6097, 3.8119, -2.0696)  0.4855
Se (1.1754, 0.5410, -4.5233)  0.4905
N (2.8419, 0.0524, -4.5172)  -0.5995
C (3.2534, -0.2381, -3.2890)  0.4701
C (4.5263, -0.6840, -2.8212)  -0.3988
C (4.6406, -0.9056, -1.4765)  -0.6493
C (3.5477, -0.7076, -0.5810)  -0.2198
N (2.3574, -0.3040, -0.9857)  -0.2235
C (2.2479, -0.0780, -2.3134)  0.7304
N (1.0611, 0.3353, -2.7175)  -0.1754
H (5.3530, -0.8315, -3.5056)  0.5286
H (5.5792, -1.2417, -1.0568)  0.4228
H (3.6845, -0.8932, 0.4770)  0.4593
C (-3.7954, -1.1954, -1.2733)  -1.0867
C (-2.8968, -0.4676, -2.2354)  -0.2340
O (-1.4738, -0.7860, -2.0089)  -0.4765
H (-4.8306, -0.9100, -1.4615)  0.3756
H (-3.5653, -0.9503, -0.2327)  0.2270
H (-3.7298, -2.2776, -1.4024)  0.4087
H (-2.9736, 0.6149, -2.1466)  0.2799
H (-3.1130, -0.7329, -3.2702)  0.2987
H (-1.3946, -1.7422, -1.8891)  0.2904

=====

Here is a molecular structure, C5H9MgO3Sm in a non-equilibrium geometry from the Open Molecules 2025 dataset. Energies are from the ωB97M-V functional and the def2-TZVPD basis.

Values from the calculation:
orbital gap (alpha / beta): 4.3 / 6.0 eV
LUMO energy (alpha / beta): 0.238 / -0.067 eV
<S²>: 15.758
charge: 0
HOMO (alpha / beta): -4.1 / -6.1 eV
multiplicity: 8

Last column: Löwdin spin population.
Geometry (Å):
O (-2.0380, 1.3957, -1.0456)  0.0247
Mg (-3.9428, 0.7330, -1.4212)  0.1414
C (-0.7375, 3.0848, 0.0376)  0.0009
C (-1.1845, 1.8350, -0.1679)  0.0036
O (-0.6548, 0.7356, 0.5202)  0.0208
C (0.7542, 0.6363, 0.7122)  0.0050
C (1.0672, -0.8389, 0.7862)  0.0147
O (0.4407, -1.4708, -0.3283)  0.0462
C (0.8953, -2.7988, -0.5647)  0.0598
Sm (-1.8420, -0.9902, -0.7952)  6.6165
H (-0.5582, 3.7332, -0.8170)  0.0002
H (-0.3834, 3.3840, 1.0220)  0.0000
H (1.0548, 1.1385, 1.6411)  0.0003
H (1.2737, 1.1038, -0.1358)  0.0014
H (0.6829, -1.2858, 1.7165)  0.0081
H (2.1553, -0.9892, 0.7414)  0.0018
H (0.3097, -3.2046, -1.3969)  0.0405
H (1.9597, -2.7826, -0.8359)  0.0042
H (0.7475, -3.4189, 0.3314)  0.0100

=====

Here is a single C2H3I2P molecule in a non-equilibrium geometry from the Open Molecules 2025 dataset. Energies are from the ωB97M-V functional and the def2-TZVPD basis.

Values from the calculation:
orbital gap (alpha / beta): 5.6 / 5.8 eV
LUMO energy (alpha / beta): -0.189 / -3.493 eV
<S²>: 2.010
charge: 0
HOMO (alpha / beta): -5.8 / -9.3 eV
multiplicity: 3

Last column: Löwdin spin population.
Geometry (Å):
C (-0.5855, 0.7790, -1.1924)  0.0714
C (0.4236, 0.4860, -0.3555)  0.1348
P (0.8355, -1.3318, 0.7009)  0.7931
I (-1.3237, -2.3705, 1.2095)  0.6980
I (1.5501, -0.5101, 2.8274)  0.2770
H (-0.7698, 1.7732, -1.6555)  0.0089
H (-1.2023, 0.0175, -1.5778)  0.0070
H (1.0723, 1.1566, 0.0433)  0.0098

=====

Electronic energy (computed, eV): -7198.158, -110593.550, -18756.468, -108258.304, -34817.751, -27608.847
ΔE to the lowest compared entry with this formula, charge and spin (computed, eV): 2.3940, 0.1586, 1.8086, 0.9534, 0.2060, 0.0000